The following is a DFT calculation (ωB97M-V with the def2-TZVPD basis set) of a single C16H20N4O3S2 molecule.

```
45
Properties=species:S:1:pos:R:3:forces:R:3:nbo_charge:R:1
C -0.96559 2.82921 0.88798 0.0 -0.1 0.0 -0.64
C -2.02361 1.79855 1.14773 -0.1 0.1 0.2 0.02
C -2.86107 1.37467 0.12617 0.0 0.0 0.1 -0.20
C -3.84600 0.43019 0.35396 0.0 -0.1 0.0 -0.19
C -4.02392 -0.09454 1.62174 0.0 -0.1 0.0 -0.21
C -3.20226 0.31678 2.65464 0.1 0.2 0.0 -0.15
C -2.19470 1.24216 2.41704 -0.7 0.2 -0.2 -0.14
C -1.32516 1.65775 3.54758 0.1 -0.1 0.0 0.70
O -1.65878 2.34801 4.47582 -0.1 0.1 0.1 -0.54
N -0.00774 1.20206 3.48254 0.2 0.5 0.7 -0.64
C 0.51746 0.34219 2.57611 1.5 -0.5 -0.6 0.24
N -0.16360 -0.43251 1.79641 -0.9 0.4 0.8 -0.31
N 0.58736 -1.13871 0.96816 0.9 -0.9 -1.0 -0.23
C 1.84758 -0.93878 1.09018 0.6 0.3 0.2 -0.29
S 3.14119 -1.69320 0.09488 -0.1 -0.3 -0.2 2.35
O 4.27466 -0.83851 0.27917 -0.2 0.3 0.0 -0.94
O 3.22005 -3.06365 0.48773 -0.2 0.0 -0.1 -0.91
N 2.65236 -1.59796 -1.45282 0.5 -0.1 1.1 -0.69
C 1.83334 -2.63359 -2.02886 -0.6 -0.6 0.0 -0.22
C 0.34233 -2.30324 -2.08754 0.2 0.0 -0.2 -0.43
C 0.02722 -0.99983 -2.82464 -0.1 0.0 0.2 -0.39
C 0.27208 0.24192 -1.96566 0.0 0.1 -0.1 -0.42
C 1.73462 0.70651 -1.84659 0.0 -0.2 -0.1 -0.42
C 2.80706 -0.34642 -2.14625 0.2 0.9 -0.1 -0.23
S 2.27093 0.21747 2.31851 -0.9 0.0 -0.1 0.39
H -0.85488 3.49863 1.73872 0.1 0.1 0.0 0.22
H -0.00292 2.35048 0.70363 0.2 0.0 0.0 0.21
H -1.21623 3.41860 0.00949 0.0 0.1 0.0 0.23
H -2.73886 1.79428 -0.86195 0.0 0.1 -0.1 0.21
H -4.48141 0.11100 -0.45865 -0.1 0.0 -0.1 0.21
H -4.80023 -0.82082 1.80732 -0.1 -0.1 0.0 0.22
H -3.32866 -0.08307 3.64915 0.0 -0.1 0.1 0.22
H 0.61356 1.57026 4.19363 -0.2 0.0 -0.1 0.42
H 2.21083 -2.83407 -3.03902 0.0 0.0 0.1 0.19
H 1.99672 -3.51937 -1.41417 -0.1 -0.1 -0.3 0.24
H -0.15304 -3.13370 -2.59466 0.0 -0.1 0.0 0.21
H -0.05128 -2.24056 -1.07239 0.0 -0.1 -0.1 0.23
H 0.59142 -0.94284 -3.75717 0.0 0.0 -0.2 0.19
H -1.03321 -1.01249 -3.08629 0.0 0.0 -0.1 0.21
H -0.30960 1.07023 -2.37582 0.0 0.0 0.1 0.21
H -0.13088 0.03124 -0.97377 -0.1 0.1 -0.1 0.22
H 1.91417 1.53377 -2.53688 0.0 0.1 0.1 0.21
H 1.90314 1.09095 -0.83758 0.0 0.1 0.0 0.20
H 2.83562 -0.56383 -3.21681 0.0 -0.1 0.1 0.20
H 3.77993 0.05478 -1.85081 -0.1 0.0 -0.3 0.24
```
Positions in Å, forces in eV/Å.

Computed properties:
Molecular weight ... 380.495 g mol⁻¹
Net charge ... 0
Multiplicity ... 1
Largest force on an atom ... 1.7 eV/A
Gap between HOMO and LUMO ... 9.25 eV
HOMO ... -9.240 eV
Relative energy (zero: lowest compared OMol25 entry of this formula, charge and spin) ... 178.01 kJ/mol
LUMO energy ... 0.000 Eh
Energy ... -1862.79445 Ha